[1]
Density functional theory data (the ωB97M-V functional and the def2-TZVPD basis) for a molecular structure, C57H38Cl4IrN7O2S.

CARTESIAN COORDINATES (ANGSTROEM)
Ir -0.958765 -1.069797 -0.064836
Cl -5.107773 7.231468 1.460238
C -4.314976 5.727570 1.145595
C -5.068735 4.576551 0.989934
C -4.425430 3.375749 0.732260
C -3.037168 3.318852 0.637013
C -2.295354 4.489285 0.807668
C -2.929956 5.693026 1.054087
C -2.369424 2.028706 0.355287
C -2.640424 1.379238 -0.792512
C -3.473083 1.872539 -1.883473
C -3.377485 0.994996 -2.892223
C -2.499863 -0.083439 -2.444426
C -2.167651 -1.236291 -3.234215
C -2.697642 -1.277513 -4.627455
C -2.114485 -0.477602 -5.607223
C -2.582739 -0.512437 -6.911242
C -3.639673 -1.352152 -7.231253
Cl -4.225252 -1.401145 -8.861095
C -4.232298 -2.153849 -6.269801
C -3.756946 -2.111569 -4.966977
C -1.350704 -2.244030 -2.818774
N -0.734857 -2.352504 -1.579788
C 0.061911 -3.432634 -1.590910
C 0.851433 -3.886814 -0.515423
C 1.770646 -5.037919 -0.741554
C 1.290577 -6.304692 -1.065320
C 2.158957 -7.362691 -1.284118
C 3.524777 -7.155588 -1.166744
Cl 4.615886 -8.470663 -1.444861
C 4.026987 -5.910401 -0.824237
C 3.146565 -4.859946 -0.615556
C 0.768340 -3.361125 0.771987
C 1.355179 -3.963405 1.966340
C 0.818674 -3.350652 3.029578
C -0.093349 -2.314464 2.541626
N 0.001971 -2.311349 1.155239
C -0.901136 -1.473010 3.293660
C -1.168159 -0.151918 2.766851
C -1.302045 1.091442 3.561921
C -1.361436 2.118595 2.726314
C -1.254912 1.600257 1.310729
N -1.155908 0.151593 1.494673
C -1.488224 -1.876321 4.601944
C -1.342709 -3.170170 5.126532
C -1.925199 -3.554908 6.320141
C -2.730095 -2.665609 7.011151
Cl -3.469178 -3.140565 8.498282
C -2.985724 -1.416752 6.475725
C -2.383444 -1.042776 5.287333
C -0.029917 -4.072308 -2.906572
C -0.898665 -3.359798 -3.640456
N -2.079418 0.147103 -1.211322
H -6.145907 4.620732 1.071301
H -5.006807 2.469351 0.618094
H -1.215653 4.466017 0.725598
H -2.360900 6.604968 1.170809
H -4.002164 2.811069 -1.873399
H -3.833823 1.050908 -3.866154
H -1.277622 0.159505 -5.343892
H -2.131357 0.100822 -7.679135
H -5.054819 -2.801586 -6.540269
H -4.214762 -2.735478 -4.208493
H 0.222182 -6.473109 -1.134724
H 1.782771 -8.345349 -1.534176
H 5.094502 -5.768302 -0.723184
H 3.535690 -3.884862 -0.345173
H 2.088387 -4.752724 1.964147
H 1.072372 -3.514437 4.061801
H -1.247246 1.152680 4.635130
H -1.402593 3.162300 2.983530
H -0.811487 -3.934789 4.588258
H -1.778741 -4.557079 6.698948
H -3.665621 -0.742260 6.977778
H -2.676424 -0.084870 4.887892
H 0.519289 -4.950138 -3.206810
H -1.207925 -3.533515 -4.658934
O 1.165978 2.888623 2.282394
C 1.088334 2.350089 1.216206
O -0.067881 2.001539 0.596031
C 2.266891 2.037545 0.342093
C 3.275026 3.011257 0.175753
C 4.381053 2.663124 -0.540205
C 4.493561 1.347686 -1.046268
C 5.636367 0.894946 -1.748435
C 5.717321 -0.400198 -2.167671
C 4.654450 -1.300147 -1.918246
C 3.529732 -0.885449 -1.266826
C 3.428632 0.450583 -0.807135
N 2.310101 0.819168 -0.127710
H 3.155957 3.991253 0.615598
H 5.182381 3.371143 -0.711953
H 6.448652 1.588081 -1.931220
H 6.600288 -0.747148 -2.688631
H 4.743608 -2.323716 -2.257681
H 2.687854 -1.541288 -1.074589
C 4.144214 -0.147596 -6.002386
N 2.865304 0.227727 -5.418063
C 2.105405 -0.504708 -4.580479
S 1.035139 0.253907 -3.520621
N 2.216040 -1.847064 -4.592918
C 2.577769 -2.708299 -5.706734
H 4.803673 0.717285 -5.967509
H 4.059661 -0.468729 -7.040752
H 4.607456 -0.941096 -5.418205
H 2.654218 1.209419 -5.366052
H 1.693573 -2.278052 -3.848370
H 2.692613 -2.129820 -6.616811
H 1.773023 -3.425041 -5.876992
H 3.500962 -3.258858 -5.517904

Forces on atoms 1 to 6 (eV/Å):
Ir 0.0 0.0 0.0
Cl 0.0 0.0 0.0
C 0.0 0.0 0.0
C 0.0 0.0 0.0
C 0.0 0.0 0.0
C 0.0 0.0 0.1

Its multiplicity is 2. The charge is +1. The calculation puts the HOMO-LUMO gap (spin up / spin down) at 5.01 / 5.03 eV. The expectation value of S² is 0.761. For the relative energy (zero: lowest compared OMol25 entry of this formula, charge and spin), the calculation gives 0.0 kcal/mol.

***

[2]
Density functional theory data (the ωB97M-V functional and the def2-TZVPD basis) for a molecular structure, C57H49Cl3F2N3O2P2Sn at a distorted geometry.

CARTESIAN COORDINATES (ANGSTROEM)
Sn -1.176003 -0.340585 0.111239
C 3.261991 -1.591506 1.735826
N 1.990002 -1.091620 1.192758
P 0.567704 -1.128945 2.153514
C 0.763758 -2.605622 3.217685
C 0.120736 -3.799121 2.900916
C 0.332205 -4.931958 3.672833
C 1.178717 -4.876113 4.768486
C 1.811711 -3.685120 5.099518
C 1.605776 -2.552458 4.330176
C 0.758773 0.177710 3.392558
C 1.739845 1.156097 3.309501
C 1.856228 2.103262 4.317337
C 0.988082 2.084408 5.397539
C -0.007075 1.118444 5.472213
C -0.118591 0.164726 4.477614
P 1.666190 -1.135336 -0.489902
C 2.501097 -2.671622 -1.018373
C 3.357250 -2.747384 -2.113627
C 3.919046 -3.965657 -2.468601
C 3.626019 -5.112077 -1.746267
C 2.755053 -5.046799 -0.666492
C 2.190515 -3.835085 -0.311050
C 2.726091 0.110984 -1.291317
C 3.934879 0.585257 -0.794912
C 4.702273 1.457788 -1.552945
C 4.256674 1.888628 -2.795376
C 3.039672 1.439123 -3.285586
C 2.284516 0.547068 -2.540753
H 3.159077 -2.576724 2.191010
H 3.642568 -0.907236 2.497371
H 3.993999 -1.676761 0.936228
H -0.569638 -3.837654 2.066952
H -0.166684 -5.857066 3.416096
H 1.337229 -5.757204 5.375736
H 2.470782 -3.634554 5.955841
H 2.095567 -1.626438 4.598862
H 2.410992 1.161026 2.461697
H 2.639150 2.849532 4.268713
H 1.099604 2.808827 6.193310
H -0.689420 1.109772 6.311624
H -0.872948 -0.608992 4.547790
H 3.591095 -1.859710 -2.686553
H 4.592897 -4.015676 -3.313631
H 4.080975 -6.054321 -2.020136
H 2.516202 -5.940079 -0.104405
H 1.513300 -3.783682 0.535738
H 4.290524 0.281059 0.180201
H 5.659619 1.796797 -1.177116
H 4.857813 2.575332 -3.377005
H 2.683215 1.775043 -4.250796
H 1.339491 0.186382 -2.930706
F -1.713156 -5.810742 -0.103599
C -2.355446 -4.642295 -0.238511
C -1.641060 -3.464197 -0.126627
C -2.301469 -2.256716 -0.233500
C -3.674332 -2.192530 -0.506799
C -4.332789 -3.416960 -0.646162
F -5.640651 -3.475445 -0.941383
C -3.707131 -4.640307 -0.497123
C -4.345598 -0.875105 -0.591377
C -5.704594 -0.668581 -0.814059
C -6.205601 0.623481 -0.797484
C -5.347171 1.686636 -0.573488
C -4.006989 1.405144 -0.403913
N -3.526025 0.166585 -0.423100
H -0.569421 -3.510922 0.031762
H -4.273929 -5.555027 -0.594040
H -6.379194 -1.486850 -0.990750
H -7.263072 0.791594 -0.950975
H -5.705260 2.703901 -0.516913
H -3.279375 2.191408 -0.251497
Cl -3.526922 0.004433 5.133393
C -3.626381 -0.582166 3.463441
Cl -2.654130 -2.044785 3.325615
Cl -5.307051 -0.971977 3.076654
C -3.129095 0.605003 2.527688
O -3.859540 1.562190 2.457395
O -1.954538 0.458350 2.018880
C -0.603365 5.049907 -4.952618
C -0.769518 3.711200 -5.281274
C -0.921471 2.756706 -4.289294
C -0.915217 3.131739 -2.944271
C -0.766741 4.484000 -2.627177
C -0.604449 5.435628 -3.620319
C -1.024194 2.182510 -1.826252
C -1.156310 0.867647 -1.883208
C -1.701039 -0.095094 -2.818041
C -1.143594 -1.362154 -3.035928
C -1.816247 -2.312360 -3.786158
C -3.053548 -2.016742 -4.336712
C -3.610835 -0.756228 -4.153445
C -2.946342 0.195423 -3.405031
H -0.480296 5.788892 -5.732911
H -0.778776 3.405560 -6.319356
H -1.043474 1.717173 -4.562355
H -0.800500 4.789236 -1.587288
H -0.470527 6.475130 -3.350099
H -0.887485 2.643073 -0.856428
H -0.173053 -1.604802 -2.619731
H -1.387716 -3.297714 -3.915081
H -3.587608 -2.765342 -4.906825
H -4.580645 -0.518516 -4.571101
H -3.381743 1.173937 -3.246893
C 2.285315 4.920853 -0.543047
C 2.059568 4.234140 0.813382
C 1.160657 5.095216 1.711261
C 3.412816 3.990062 1.500369
C 1.405363 2.945842 0.572386
N 0.885077 1.935660 0.401728
H 2.844100 5.843981 -0.385856
H 1.342291 5.167667 -1.027139
H 2.856363 4.277271 -1.210824
H 1.683939 6.020018 1.954813
H 0.920623 4.582009 2.642672
H 0.227927 5.349522 1.207632
H 3.924308 4.945026 1.620038
H 4.038210 3.336350 0.897684
H 3.279511 3.549292 2.487833

Forces on atoms 1 to 6 (eV/Å):
Sn -1.6 0.0 -0.5
C 0.2 0.2 0.1
N -0.4 -0.4 -0.1
P 0.7 0.5 0.0
C -0.3 0.0 -0.2
C 0.0 0.0 0.0

The charge is +1. The calculation puts the HOMO-LUMO gap at 6.97 eV. For the relative energy (zero: lowest compared OMol25 entry of this formula, charge and spin), the calculation gives 0.0 kcal/mol.